# 1
Here is a structure of composition C36H49AlAsFN5O12SSb from the OMol25 dataset. Energies are from ωB97M-V/def2-TZVPD.

Structure (XYZ):
```
107
Properties=species:S:1:pos:R:3:forces:R:3:lowdin_charge:R:1
Al -0.1255 1.0898 0.3591 0.05 0.09 -0.01 -0.27
O -0.6457 2.0785 3.9587 0.30 0.17 -0.01 -0.25
As -0.8519 0.4327 3.3922 -0.08 -0.07 -0.21 0.92
O -0.4726 -0.7057 4.4833 0.05 -0.16 0.14 -0.46
O 0.0838 0.4141 2.0006 0.02 0.12 0.06 -0.31
C -2.7864 0.4361 3.1539 0.11 0.04 0.14 -0.21
C -3.3790 0.5483 4.4189 -0.06 0.03 0.06 -0.11
C -4.7479 0.6505 4.5773 0.00 -0.01 -0.11 -0.07
C -5.5683 0.6271 3.4546 0.09 -0.01 0.05 -0.07
C -5.0006 0.4814 2.2046 -0.15 -0.01 -0.01 -0.07
C -3.6186 0.3808 2.0438 -0.02 -0.05 -0.14 -0.25
S -3.1754 0.1518 0.3225 -0.05 0.02 -0.09 0.50
O -3.6362 1.3496 -0.3428 0.01 0.03 -0.03 -0.33
O -3.8027 -1.0804 -0.0833 0.02 -0.05 0.03 -0.29
O -1.6947 0.0164 0.2699 -0.27 -0.23 0.07 -0.26
H 0.2612 2.3302 3.6638 -0.28 -0.03 0.04 0.02
H -2.7414 0.5570 5.2941 0.03 0.00 0.00 0.10
H -5.1692 0.7518 5.5691 -0.01 -0.01 0.00 0.10
H -6.6433 0.7106 3.5512 0.01 0.00 0.01 0.10
H -5.6311 0.4358 1.3247 0.04 0.01 0.02 0.12
C -1.4334 -4.3280 -4.3681 -0.02 -0.02 -0.01 -0.06
C -0.0966 -3.6323 -4.5739 0.00 0.00 0.01 -0.18
N 0.2842 -2.8077 -3.4242 0.03 0.01 0.00 -0.02
C -0.0403 -1.4931 -3.4314 -0.05 0.04 -0.01 0.06
C 0.1286 -0.6410 -2.3875 0.03 0.09 -0.09 0.01
C -0.3529 0.7908 -2.5290 -0.15 -0.14 -0.08 -0.51
O -0.6849 1.1749 -3.6378 0.06 0.00 0.12 0.08
O -0.3865 1.4557 -1.4378 0.17 0.23 -0.05 0.01
C 0.7317 -1.1248 -1.2020 -0.22 -0.15 -0.10 -0.24
O 0.9063 -0.4722 -0.1605 0.28 0.19 0.11 0.07
C 1.1291 -2.5244 -1.2012 0.00 -0.17 0.04 -0.02
C 1.6893 -3.0453 -0.0328 -0.02 -0.01 -0.06 0.12
C 1.9139 -4.3845 0.0508 -0.02 0.07 -0.02 -0.18
F 2.4100 -4.8980 1.2043 0.04 -0.02 0.10 0.05
C 1.5952 -5.2645 -0.9892 -0.03 -0.03 -0.10 -0.15
C 1.0972 -4.7370 -2.1670 -0.03 0.03 0.02 0.06
C 0.8412 -3.3626 -2.2859 0.01 0.03 0.02 -0.11
N 1.6818 -6.6783 -0.8673 0.02 -0.01 -0.05 -0.10
C 0.4410 -7.4176 -0.8655 -0.04 -0.02 0.01 -0.14
C -0.0495 -7.6890 0.5511 0.01 -0.01 0.00 -0.07
N 1.0251 -8.4654 1.2708 0.01 0.07 -0.02 0.06
C 2.3385 -7.7187 1.3028 -0.04 -0.02 -0.01 -0.08
C 2.7320 -7.3314 -0.1221 0.04 -0.05 0.02 -0.13
H -1.6821 -4.9329 -5.2408 0.01 0.01 0.01 0.08
H -2.2258 -3.5934 -4.2231 0.01 -0.01 0.01 0.09
H -1.4180 -4.9783 -3.4920 0.00 0.01 -0.01 0.06
H -0.1476 -2.9658 -5.4322 0.00 0.02 -0.01 0.13
H 0.7078 -4.3384 -4.7810 -0.01 -0.02 0.02 0.12
H -0.4870 -1.1000 -4.3379 0.01 -0.03 0.00 0.15
H 1.8697 -2.3820 0.8053 0.00 -0.01 -0.01 0.16
H 0.8800 -5.4188 -2.9772 0.01 0.00 0.01 0.12
H 0.5713 -8.3741 -1.3909 0.02 0.01 0.01 0.14
H -0.3252 -6.8611 -1.4001 -0.01 0.00 0.01 0.13
H -0.9606 -8.2845 0.5757 -0.01 0.00 0.00 0.14
H -0.1981 -6.7649 1.1088 0.00 0.02 -0.01 0.15
H 1.1524 -9.3628 0.8016 0.02 -0.05 -0.05 0.18
H 0.7297 -8.6715 2.2230 -0.03 -0.01 0.07 0.18
H 3.0754 -8.3750 1.7629 0.00 -0.01 -0.01 0.14
H 2.1726 -6.8498 1.9302 0.02 0.01 0.01 0.12
H 3.0224 -8.2432 -0.6628 -0.01 0.02 0.01 0.13
H 3.6143 -6.6978 -0.0765 -0.01 0.01 0.02 0.14
C 3.5203 5.6652 -0.5641 0.02 0.03 0.02 -0.07
C 3.7925 4.5101 -1.5185 -0.02 -0.03 -0.01 -0.18
C 3.4344 3.1304 -0.9394 0.04 0.06 -0.02 -0.30
C 3.7094 2.0436 -2.0084 0.00 0.05 0.00 -0.15
C 3.7674 0.6228 -1.4595 0.05 -0.04 -0.02 -0.07
C 4.3200 2.8877 0.2622 0.01 -0.05 0.02 -0.44
O 5.5326 2.9557 0.2201 -0.09 0.00 0.00 0.09
N 3.6557 2.6280 1.4280 0.00 0.08 -0.03 0.22
C 2.2766 2.4103 1.6021 0.04 -0.09 0.34 -0.47
O 1.8898 2.3183 2.7569 0.12 0.08 -0.19 0.06
N 1.4984 2.3241 0.4831 -0.19 0.07 -0.08 0.15
C 1.9368 3.0775 -0.6054 0.04 -0.11 -0.17 -0.41
O 1.1631 3.6427 -1.3455 -0.02 0.00 0.11 0.09
H 3.8256 6.6131 -1.0096 -0.01 -0.02 0.00 0.08
H 4.0765 5.5520 0.3703 -0.01 0.00 -0.02 0.08
H 2.4580 5.7385 -0.3289 -0.02 0.00 0.01 0.07
H 4.8510 4.4814 -1.7821 0.00 0.00 0.01 0.12
H 3.2162 4.6367 -2.4356 -0.01 0.00 0.01 0.12
H 4.6590 2.2916 -2.4881 0.00 0.00 0.03 0.12
H 2.9302 2.1399 -2.7692 -0.01 0.00 0.03 0.13
H 4.6714 0.4733 -0.8642 -0.02 0.01 -0.02 0.08
H 3.7824 -0.1031 -2.2769 0.01 0.02 0.02 0.08
H 2.9112 0.4028 -0.8241 0.02 0.01 -0.01 0.06
H 4.1934 2.6107 2.2813 0.04 -0.02 0.04 0.16
C -3.4309 4.1337 3.1724 0.02 0.02 0.01 -0.18
C -3.5183 4.0275 1.6553 -0.08 0.16 -0.04 -0.40
Sb -1.6842 3.5036 0.6730 0.07 -0.05 -0.07 1.59
C -0.4824 5.1308 1.3995 -0.03 -0.05 0.20 -0.40
C -0.9023 6.5239 0.9561 -0.07 0.06 -0.11 -0.19
C -2.1587 4.1371 -1.3162 0.02 -0.07 -0.05 -0.39
C -3.2450 5.1898 -1.4684 -0.11 0.10 0.07 -0.19
H -4.3936 4.4268 3.6016 0.02 -0.01 -0.02 0.07
H -2.6936 4.8780 3.4813 -0.02 0.02 -0.01 0.06
H -3.1344 3.1923 3.6267 0.03 -0.08 0.04 0.04
H -3.8366 4.9835 1.2288 0.04 -0.06 -0.01 0.04
H -4.2440 3.2778 1.3377 0.00 0.00 0.04 0.04
H 0.5407 4.9171 1.0950 0.06 -0.03 -0.06 0.02
H -0.5028 5.0381 2.4901 0.01 0.02 -0.05 0.05
H -0.8158 6.6315 -0.1296 0.00 0.01 0.09 0.06
H -0.2804 7.2971 1.4177 -0.01 -0.02 -0.02 0.06
H -1.9416 6.7368 1.2232 0.05 0.00 0.01 0.06
H -2.4375 3.2144 -1.8245 -0.01 0.00 0.02 0.04
H -1.2144 4.4489 -1.7586 0.07 0.05 0.02 0.04
H -4.2029 4.8368 -1.0774 0.05 0.01 -0.03 0.06
H -3.3973 5.4315 -2.5243 0.01 0.00 0.02 0.07
H -3.0020 6.1225 -0.9493 -0.03 -0.09 -0.06 0.05
```
Positions in Å, forces in eV/Å.

The calculation puts the orbital gap at 0.19262 Eh. The energy above the lowest of the compared OMol25 structures with the same formula, charge and spin comes out at 172.8 kJ/mol. The largest force on an atom comes out at 0.4 eV/Å. Its charge is 0. For the lowest unoccupied orbital energy, the calculation gives -1.88 eV. For the highest occupied orbital energy, the calculation gives -7.12 eV. Its spin multiplicity is 1.



# 2
Here is a structure of composition C25H46O3P2STi in a non-equilibrium geometry from the OMol25 dataset. Energies are from ωB97M-V/def2-TZVPD.

Structure (XYZ):
```
78
Properties=species:S:1:pos:R:3:forces:R:3:lowdin_charge:R:1
Ti -0.9008 -2.2265 0.5517 2.57 0.80 -0.61 1.19
C -1.7183 -2.4421 2.6062 -1.57 -0.41 -0.52 -0.25
C -2.4348 -1.4443 1.8409 -0.80 -0.97 0.37 -0.28
C -2.6829 -3.5099 0.7606 -0.38 0.64 1.31 -0.27
C -1.8414 -3.7088 1.9234 -1.06 0.64 0.25 -0.25
C -3.0991 -2.1220 0.7378 0.70 -0.76 0.99 -0.27
C -1.1369 -2.1921 3.9567 0.54 0.26 0.21 0.00
H -0.8200 -1.1451 4.0487 0.00 -0.26 -0.01 0.09
H -0.2718 -2.8206 4.1888 -0.28 0.11 -0.18 0.06
H -1.8767 -2.3637 4.7538 0.00 -0.02 -0.40 0.12
C -1.2762 -4.9968 2.4393 0.44 -0.36 0.12 0.01
H -1.1002 -4.9202 3.5265 -0.13 -0.01 -0.46 0.10
H -0.3044 -5.2674 1.9851 -0.39 0.16 0.08 0.09
H -1.9635 -5.8402 2.2787 0.16 0.32 -0.03 0.10
C -3.1062 -4.5442 -0.2289 -0.08 -0.27 -0.41 0.00
H -3.3562 -5.5087 0.2383 0.14 0.38 0.00 0.10
H -2.3224 -4.7528 -0.9724 -0.16 -0.03 0.09 0.10
H -3.9941 -4.1966 -0.7729 0.25 -0.13 0.11 0.09
C -3.9439 -1.4767 -0.3082 -0.18 0.47 -0.56 -0.01
H -4.9901 -1.8350 -0.3337 0.55 -0.03 0.19 0.11
H -3.5269 -1.6426 -1.3162 -0.24 0.10 0.19 0.10
H -3.9838 -0.3920 -0.1385 -0.01 -0.31 -0.13 0.09
C -2.5898 -0.0142 2.2582 -0.03 0.29 0.03 -0.01
H -3.4225 0.0621 2.9758 0.20 0.07 -0.27 0.11
H -2.7870 0.6486 1.4036 0.02 -0.17 0.28 0.08
H -1.6858 0.3616 2.7590 -0.23 -0.11 -0.19 0.07
C 1.3877 1.7784 2.5028 -0.69 0.27 0.39 -0.09
C 0.3070 2.4397 2.9442 0.28 -0.50 0.19 -0.12
C -0.6691 3.2878 2.1828 -0.28 0.61 0.01 -0.18
C -0.3791 3.6662 0.7177 -0.07 0.81 0.65 -0.19
C -0.8107 2.7004 -0.3189 0.15 -0.46 -0.98 -0.13
C -0.2201 1.5407 -0.6307 -1.75 -0.82 0.68 -0.25
C 0.7254 0.7136 0.2026 0.48 -0.04 -0.54 -0.24
C 1.7371 1.5197 1.0659 0.62 -0.87 0.04 -0.21
H -0.6588 4.2543 2.7114 -0.10 -0.24 0.11 0.12
H 0.6833 3.9342 0.6214 -0.31 -0.15 0.00 0.09
H -1.7128 2.9317 2.2900 0.42 -0.02 -0.05 0.11
H 1.9887 2.4476 0.5299 -0.08 -0.57 0.32 0.04
H 2.1049 1.3849 3.2384 -0.55 0.00 -0.23 0.11
H 0.1009 2.4230 4.0219 0.28 0.16 -0.27 0.11
H 2.6430 0.8899 1.1010 -0.18 0.42 -0.18 0.10
H 0.1688 -0.0553 0.8068 0.10 0.76 0.11 0.07
H -0.6390 0.9807 -1.4862 0.25 0.42 0.57 0.02
H 1.3226 0.0919 -0.4987 -0.24 0.35 0.24 0.08
H -0.9117 4.6142 0.5262 0.15 -0.35 0.13 0.12
H -1.6060 3.0572 -0.9922 0.39 -0.21 0.27 0.10
P 2.2939 2.3106 -1.8937 0.37 0.80 -1.29 0.89
P 0.3377 0.6163 -3.7184 0.32 0.74 -1.48 0.84
C 2.2047 2.7879 -3.6917 0.29 -0.08 0.39 -0.43
C 1.6968 1.6375 -4.5336 0.10 -0.31 0.24 -0.45
H 3.2196 3.0742 -3.9970 -0.19 0.14 -0.09 0.08
H 1.5691 3.6794 -3.7835 0.02 -0.29 0.02 0.08
H 1.3027 2.0248 -5.4816 0.07 -0.25 0.10 0.07
H 2.5055 0.9307 -4.7664 -0.09 0.18 -0.01 0.08
C -0.0137 -0.2121 -5.3212 -0.18 -0.29 0.01 -0.33
H -1.0046 -0.6748 -5.2888 0.16 -0.09 -0.16 0.03
H 0.7531 -0.9785 -5.4831 -0.24 0.06 -0.13 0.04
H 0.0283 0.5277 -6.1332 -0.13 -0.36 0.13 0.04
C -0.9684 1.9223 -3.8858 -0.15 -0.16 0.25 -0.28
H -0.7853 2.5200 -4.7886 -0.13 -0.14 0.20 0.05
H -1.0008 2.5750 -3.0065 0.02 -0.07 -0.29 0.01
H -1.9343 1.4097 -3.9797 0.07 0.23 0.03 0.04
C 3.9394 1.4945 -1.9399 0.03 0.05 0.27 -0.25
H 4.1263 1.0350 -0.9604 0.18 0.01 -0.30 0.03
H 4.7060 2.2502 -2.1546 0.00 -0.33 0.00 0.04
H 3.9449 0.7165 -2.7154 0.03 0.15 0.27 0.04
C 2.7550 4.0169 -1.3649 0.25 0.13 0.31 -0.26
H 2.0896 4.7379 -1.8604 0.15 -0.19 0.24 0.05
H 3.7910 4.2207 -1.6706 -0.27 0.12 0.09 0.05
H 2.6756 4.1510 -0.2804 0.14 0.12 -0.21 0.02
C 2.2567 -2.8764 3.4105 0.48 -0.18 -0.04 -0.12
S 2.1980 -2.9346 1.6202 -0.24 0.03 0.44 0.54
O 3.1069 -1.9746 1.0493 -0.56 -0.65 0.38 -0.28
O 2.2093 -4.3130 1.1855 -0.11 1.06 0.18 -0.29
O 0.7288 -2.3561 1.4567 0.54 -0.47 -0.84 -0.47
H 3.2984 -3.0672 3.7016 -0.28 0.17 -0.06 0.08
H 1.6281 -3.6748 3.8297 0.20 0.26 -0.35 0.07
H 1.9156 -1.8874 3.7471 0.26 -0.33 -0.20 0.07
```
Positions in Å, forces in eV/Å.

The calculation puts the orbital gap (alpha / beta) at 0.20945 / 0.21029 Eh. The energy above the lowest of the compared OMol25 structures with the same formula, charge and spin comes out at 0.0 kJ/mol. The largest force on an atom comes out at 2.8 eV/Å. Its charge is +1. The expectation value of S² is 0.756. For the lowest unoccupied orbital energy (alpha / beta), the calculation gives -4.26 / -4.24 eV. For the highest occupied orbital energy (alpha / beta), the calculation gives -9.96 / -9.96 eV. Its spin multiplicity is 2.